Formula: C16H20CrN7
Source: the Open Molecules 2025 dataset
Level of theory: wB97M-V/def2-TZVPD

Geometry as ORCA input:
```
! wB97M-V def2-TZVPD RIJCOSX def2/J DEFGRID3
* xyz 3 5
Cr -0.7754 -0.0894 0.5979
N 3.5631 0.0617 1.1439
C 2.3363 -0.3906 1.0599
N 1.2869 0.3286 0.7039
C 1.4931 1.7184 0.4525
N 0.5036 2.5187 0.2250
N -0.6985 1.8458 0.3264
C -1.7956 2.4473 0.0770
C -3.0233 1.6441 0.2497
C -4.2780 2.1912 0.1378
C -5.3869 1.3884 0.4028
C -5.1903 0.0740 0.7751
C -3.8929 -0.4110 0.8482
N -2.8194 0.3367 0.5820
C 2.8486 2.2421 0.4757
C 3.1421 3.5782 0.1792
C 4.4454 4.0214 0.2468
C 5.4727 3.1483 0.6150
C 5.2050 1.8266 0.9152
C 3.8906 1.3968 0.8379
H 4.2959 -0.5616 1.4553
H 2.1998 -1.4348 1.3142
H -1.8160 3.4921 -0.2184
H -4.3921 3.2326 -0.1330
H -6.3865 1.7968 0.3312
H -6.0200 -0.5757 1.0156
H -3.7138 -1.4352 1.1527
H 2.3400 4.2477 -0.0963
H 4.6767 5.0526 0.0196
H 6.4911 3.5084 0.6706
H 5.9980 1.1492 1.2076
N -0.6946 -4.7473 -2.7156
C -0.7934 -4.2913 -1.2747
C -0.7003 -2.7682 -1.1516
N -0.8631 -2.3227 0.2592
H -0.7470 -5.7699 -2.7744
H 0.1872 -4.4718 -3.1569
H -1.4554 -4.3801 -3.2943
H 0.0084 -4.7977 -0.7394
H -1.7458 -4.6691 -0.9052
H -1.4845 -2.2904 -1.7414
H 0.2566 -2.4006 -1.5241
H -0.1943 -2.8056 0.8567
H -1.7743 -2.6349 0.5908
*
```

Summary:
Relative energy (zero: lowest compared OMol25 entry of this formula, charge and spin) ... 0.000 eV
Kohn-Sham gap (alpha / beta) ... 7.3 / 7.2 eV
HOMO level (alpha / beta) ... -0.60495 / -0.60660 Ha

Formula: C51H65Cl2F3IN9O4PS2
Source: the Open Molecules 2025 dataset
Level of theory: wB97M-V/def2-TZVPD

Geometry as ORCA input:
```
! wB97M-V def2-TZVPD RIJCOSX def2/J DEFGRID3
* xyz 1 1
C -0.9567 2.2457 1.5602
C 0.5133 1.8562 1.3135
C 0.7154 1.1306 -0.0184
I 2.5927 1.8347 -0.8542
N 0.6212 -0.3347 0.0389
C 1.3651 -1.1998 -0.7349
N 1.1839 -1.2833 -2.0291
C 1.8668 -2.2541 -2.8942
C 0.8994 -3.2556 -3.5402
C 1.6216 -4.5268 -3.9696
S 0.6035 -5.4838 -5.1527
C 0.2391 -0.4293 -2.7492
C 0.9090 0.5857 -3.7062
C 0.4113 0.4636 -5.1196
F 0.8144 -0.6883 -5.6975
F -0.9236 0.5412 -5.2057
F 0.9230 1.4660 -5.8616
N 2.2566 -2.0616 -0.1118
P 4.0188 -1.7765 -0.2031
O 4.2570 -0.9561 -1.5909
O 4.3276 -0.7436 0.9953
C 1.8264 -2.6564 1.1780
C 1.6655 -4.1451 0.9372
Cl 0.7864 -4.5871 -0.4966
C 2.1496 -5.0941 1.7370
C 2.9067 -4.8399 3.0049
Cl 1.9164 -6.7627 1.3710
C 0.6040 -2.0010 1.9180
C -0.2638 -3.1227 2.5238
N -1.3283 -2.6117 3.3975
S 1.3187 -1.1577 3.3964
C 0.1761 -0.0486 4.1761
O 2.4688 -0.3921 2.9793
O 1.6166 -2.1840 4.3717
C -0.2369 -1.0062 1.0385
C -1.3685 -1.7225 0.2425
C -2.7797 -1.5589 0.8446
C -3.8243 -1.5676 -0.2499
C -3.8455 -0.5977 -1.2492
C -4.7968 -0.6481 -2.2573
C -5.7365 -1.6648 -2.2884
C -5.7370 -2.6371 -1.2963
C -4.7817 -2.5751 -0.2912
H -0.9922 3.1776 2.1226
H -1.4772 2.4654 0.6253
H -1.5514 1.4795 2.0603
H 0.9713 1.3283 2.1412
H 1.0526 2.7950 1.2206
H -0.0249 1.5450 -0.7049
H 2.3512 -1.7018 -3.7008
H 2.6491 -2.7848 -2.3640
H 0.0324 -3.4719 -2.9165
H 0.4968 -2.8008 -4.4478
H 2.5603 -4.3004 -4.4701
H 1.7576 -5.1801 -3.1115
H -0.5016 -4.7285 -5.1307
H -0.4041 0.1039 -2.0633
H -0.4136 -1.0671 -3.3445
H 0.7161 1.5974 -3.3570
H 1.9921 0.4825 -3.6947
H 4.5632 -1.5828 -2.2603
H 5.2895 -0.6198 1.0152
H 2.6995 -2.5998 1.8316
H 3.5856 -3.9915 2.9361
H 3.5076 -5.7139 3.2440
H 2.2348 -4.6653 3.8454
H -0.7208 -3.7255 1.7421
H 0.3602 -3.7949 3.1060
H -0.9413 -2.6027 4.3339
H -2.1096 -3.2516 3.4017
H -0.2876 0.6679 3.5116
H 0.7860 0.4521 4.9272
H -0.6056 -0.5981 4.6858
H -0.7549 -0.3106 1.6853
H -1.1215 -2.7607 0.0308
H -1.4186 -1.2245 -0.7259
H -2.9783 -2.4472 1.4402
H -2.8511 -0.6728 1.4683
H -3.1163 0.2066 -1.2539
H -4.8072 0.1058 -3.0339
H -6.4883 -1.7181 -3.0642
H -6.4599 -3.4403 -1.3086
H -4.7634 -3.3430 0.4739
N 4.4369 3.9963 -9.2318
C 3.1708 3.7439 -8.9034
C 2.7905 2.7717 -7.9914
C 3.7816 2.0153 -7.3878
C 5.1040 2.2612 -7.7194
C 5.3763 3.2600 -8.6435
H 2.4269 4.3587 -9.3985
H 1.7467 2.6162 -7.7647
H 3.5259 1.2453 -6.6707
H 5.9102 1.6939 -7.2745
H 6.3985 3.4852 -8.9281
N 2.9857 7.1069 -6.1276
C 3.3792 8.1907 -5.4612
C 4.6747 8.6848 -5.4927
C 5.6169 8.0148 -6.2567
C 5.2249 6.8848 -6.9558
C 3.9035 6.4757 -6.8592
H 2.6138 8.6861 -4.8737
H 4.9355 9.5724 -4.9327
H 6.6386 8.3688 -6.3076
H 5.9234 6.3299 -7.5671
H 3.5591 5.6017 -7.3937
N -1.6734 6.1317 3.1282
C -2.5558 6.6316 3.9916
C -2.2146 7.1411 5.2356
C -0.8810 7.1299 5.6091
C 0.0519 6.6125 4.7247
C -0.3950 6.1306 3.5045
H -3.5896 6.6227 3.6645
H -2.9772 7.5367 5.8919
H -0.5734 7.5181 6.5714
H 1.1039 6.5835 4.9732
H 0.3054 5.7214 2.7831
N -2.1166 -4.0905 6.0376
C -3.4040 -4.3641 6.2526
C -3.8441 -5.3599 7.1100
C -2.8974 -6.1180 7.7803
C -1.5553 -5.8489 7.5667
C -1.2191 -4.8289 6.6908
H -4.1146 -3.7523 5.7066
H -4.9021 -5.5357 7.2468
H -3.2007 -6.9054 8.4578
H -0.7834 -6.4156 8.0683
H -0.1790 -4.5844 6.5006
N -3.9679 -0.1811 3.4833
C -3.7179 -0.7434 4.6639
C -4.6770 -0.9407 5.6450
C -5.9740 -0.5264 5.3837
C -6.2537 0.0595 4.1590
C -5.2210 0.2074 3.2459
H -2.6893 -1.0429 4.8162
H -4.4121 -1.4048 6.5851
H -6.7548 -0.6588 6.1214
H -7.2516 0.3957 3.9143
H -5.4013 0.6573 2.2751
*
```

Summary:
Kohn-Sham gap ... 7.7 eV
HOMO level ... -0.39422 Ha

Formula: C3H5N3O
Source: the Open Molecules 2025 dataset
Level of theory: wB97M-V/def2-TZVPD

Geometry as ORCA input:
```
! wB97M-V def2-TZVPD RIJCOSX def2/J DEFGRID3
* xyz 0 1
C 1.7066 0.0000 0.5258
C 0.5041 -0.0350 -0.4337
O 0.6889 0.3460 -1.6533
N -0.6159 0.5039 -2.2875
N -1.4035 0.2789 -1.3916
C -0.8391 -0.0419 -0.1817
N -1.6050 -0.3501 0.9377
H 2.4311 -0.8191 0.2630
H 1.3942 -0.2439 1.5157
H 2.1662 0.9721 0.4511
H -2.0258 0.4484 1.4621
H -2.4018 -1.0593 0.7922
*
```

Summary:
Relative energy (zero: lowest compared OMol25 entry of this formula, charge and spin) ... 2.797 eV
Kohn-Sham gap ... 10.3 eV
HOMO level ... -0.34946 Ha
SMILES string ... Cc1onnc1N

Formula: C4H8N4
Source: the Open Molecules 2025 dataset
Level of theory: wB97M-V/def2-TZVPD

Geometry as ORCA input:
```
! wB97M-V def2-TZVPD RIJCOSX def2/J DEFGRID3
* xyz 0 1
C 2.5014 0.9017 -1.4107
N 2.1085 -0.2855 -1.2714
N 0.8755 -0.4197 -0.6790
C 0.3800 -1.6087 -0.2743
C -0.7769 -1.7287 0.4566
C -1.5718 -0.5719 0.8367
N -1.1236 0.6142 0.5673
N -1.8135 1.7158 0.9179
H 1.8996 1.7691 -1.2271
H 3.5020 1.0207 -1.8657
H 0.3967 0.3844 -0.1859
H 0.8980 -2.4870 -0.6653
H -1.1102 -2.7650 0.6683
H -2.4970 -0.5784 1.3779
H -1.1522 2.4658 1.1467
H -2.5167 1.5731 1.6079
*
```

Summary:
Relative energy (zero: lowest compared OMol25 entry of this formula, charge and spin) ... 3.150 eV
Kohn-Sham gap ... 8.3 eV
HOMO level ... -0.27029 Ha
SMILES string ... C=NN/C=C\C=N\N

Formula: C14H22ClNO5P
Source: the Open Molecules 2025 dataset
Level of theory: wB97M-V/def2-TZVPD

Geometry as ORCA input:
```
! wB97M-V def2-TZVPD RIJCOSX def2/J DEFGRID3
* xyz -1 1
C 1.8628 0.1081 2.6477
C 1.3683 1.2682 2.1578
C 1.1115 1.5543 0.6841
P 0.5862 3.3553 0.6899
O -0.0370 3.6338 -0.7964
Cl -1.1004 3.4501 1.9207
C 2.5633 1.6340 0.1002
O 3.3234 2.5460 0.1758
N 2.8354 0.3546 -0.4995
C 1.5272 0.0616 -1.1021
C 1.4204 -1.1408 -2.0381
C 2.2197 -2.4190 -1.7003
C 2.5907 -2.6718 -0.2322
C 0.3567 0.4421 -0.1349
O -0.6083 0.8832 -1.0805
C -1.8830 1.2112 -0.5335
C -2.9436 0.1800 -0.9333
C -4.0562 0.0668 0.1290
C -3.9994 -1.2754 0.8724
C -0.3043 -0.7112 0.6879
O -0.3944 -1.8161 0.1232
O -0.7729 -0.4022 1.8071
H 2.7747 -0.3646 2.2941
H 1.3152 -0.3597 3.4607
H 1.1133 2.0529 2.8668
H 0.5382 4.2682 -1.2380
H 2.9886 -0.2162 0.3357
H 1.4320 0.9119 -1.7911
H 1.7312 -0.7960 -3.0272
H 0.3662 -1.3908 -2.1101
H 3.1174 -2.4670 -2.3204
H 1.6101 -3.2656 -2.0252
H 2.5944 -3.7391 -0.0151
H 1.9722 -2.1336 0.4767
H 3.6237 -2.3428 -0.0664
H -2.1719 2.1650 -0.9861
H -1.8713 1.3726 0.5395
H -3.4069 0.4908 -1.8744
H -2.4722 -0.7808 -1.1391
H -5.0463 0.1614 -0.3255
H -3.9537 0.9041 0.8235
H -4.9306 -1.4718 1.4088
H -3.7880 -2.0627 0.1519
H -3.2023 -1.2492 1.6158
*
```

Summary:
Kohn-Sham gap ... 7.7 eV
HOMO level ... -0.17736 Ha
SMILES string ... C=C[C@@]1(P(O)Cl)C(=O)N[C@@H](CCC)[C@@]1(OCCCC)C(=O)[O-]

Formula: C15H22N2O
Source: the Open Molecules 2025 dataset
Level of theory: wB97M-V/def2-TZVPD

Geometry as ORCA input:
```
! wB97M-V def2-TZVPD RIJCOSX def2/J DEFGRID3
* xyz 0 1
C -0.5215 1.9148 4.6362
C -0.0734 1.8810 3.2065
C -0.4463 2.8909 2.3261
C -0.0012 2.8781 1.0199
C 0.8107 1.8608 0.5304
C 1.3335 1.9345 -0.8724
C 1.1447 0.8184 1.3994
N 1.9450 -0.2715 1.0043
C 1.9947 -0.9082 -0.2237
O 3.0624 -1.2946 -0.6688
N 0.8086 -1.1265 -0.8568
C 0.8922 -1.7044 -2.1853
C -0.1746 -1.1901 -3.1506
C -1.4612 -2.0101 -3.1141
C -2.2591 -1.8274 -1.8275
C -1.4657 -2.1406 -0.5603
C -0.4660 -1.0483 -0.1720
C 0.7193 0.8543 2.7258
H -0.0704 2.7624 5.1515
H -1.6028 2.0286 4.6942
H -0.2368 1.0039 5.1562
H -1.0731 3.6988 2.6741
H -0.2737 3.6883 0.3582
H 2.3210 1.4838 -0.9448
H 0.6795 1.4099 -1.5681
H 1.3987 2.9730 -1.1907
H 2.8087 -0.3789 1.5195
H 1.8886 -1.4467 -2.5531
H 0.8440 -2.7996 -2.1349
H 0.2360 -1.2410 -4.1610
H -0.3949 -0.1428 -2.9385
H -1.2098 -3.0663 -3.2379
H -2.0918 -1.7224 -3.9587
H -3.1327 -2.4826 -1.8670
H -2.6244 -0.7989 -1.7686
H -0.9549 -3.0987 -0.6593
H -2.1726 -2.2304 0.2676
H -0.2661 -1.1345 0.8985
H -0.9356 -0.0685 -0.3381
H 1.0212 0.0514 3.3838
*
```

Summary:
Relative energy (zero: lowest compared OMol25 entry of this formula, charge and spin) ... 0.000 eV
Kohn-Sham gap ... 9.3 eV
HOMO level ... -0.31324 Ha
SMILES string ... Cc1ccc(C)c(NC(=O)N2CCCCCC2)c1

Formula: C5H6O
Source: the Open Molecules 2025 dataset
Level of theory: wB97M-V/def2-TZVPD

Geometry as ORCA input:
```
! wB97M-V def2-TZVPD RIJCOSX def2/J DEFGRID3
* xyz 0 1
C -1.2453 1.4097 1.0663
C -0.3151 0.6432 0.5654
C 0.3046 -0.2019 -0.2189
C 1.7124 -0.7452 0.0000
C -0.8314 -0.5740 -1.1933
O -1.2498 -1.6801 -1.4145
H -1.3048 2.4508 0.7686
H -1.9737 1.0185 1.7716
H 2.0418 -0.5286 1.0245
H 2.4604 -0.2849 -0.6601
H 1.7795 -1.8279 -0.1380
H -1.3787 0.3202 -1.5718
*
```

Summary:
Relative energy (zero: lowest compared OMol25 entry of this formula, charge and spin) ... 2.069 eV
Kohn-Sham gap ... 10.4 eV
HOMO level ... -0.35847 Ha
SMILES string ... C=C=C(C)C=O

Formula: C20H17AuN8PS2
Source: the Open Molecules 2025 dataset
Level of theory: wB97M-V/def2-TZVPD

Geometry as ORCA input:
```
! wB97M-V def2-TZVPD RIJCOSX def2/J DEFGRID3
* xyz 1 1
Au -0.0690 -0.3612 2.2520
C -4.0475 3.0619 0.3252
N -3.1649 2.4621 1.2872
C -3.2129 2.6562 2.6269
C -2.1932 1.9202 3.1645
N -1.5387 1.2881 2.1693
C -2.1358 1.6210 1.0328
P -1.7057 1.1528 -0.6757
C -1.6829 -0.6566 -0.4771
N -1.2759 -1.3504 0.5729
C -1.4300 -2.6585 0.2662
C -1.9442 -2.7614 -0.9953
N -2.0978 -1.4923 -1.4550
C -2.5602 -1.1278 -2.7650
C 0.0890 1.4176 -0.5516
N 0.8438 1.1036 0.4867
C 2.0580 1.6449 0.2508
C 2.0477 2.2844 -0.9583
N 0.7967 2.1307 -1.4633
C 0.3472 2.5756 -2.7532
H -4.8239 3.6141 0.8508
H -4.5145 2.2963 -0.2950
H -3.4990 3.7500 -0.3194
H -3.9539 3.2777 3.0856
H -1.8888 1.8109 4.1845
H -1.1679 -3.4293 0.9633
H -2.1985 -3.6193 -1.5840
H -3.5483 -1.5476 -2.9494
H -1.8754 -1.5064 -3.5231
H -2.6167 -0.0431 -2.8399
H 2.8435 1.5806 0.9739
H 2.8191 2.8205 -1.4726
H 0.4351 3.6597 -2.8335
H -0.6962 2.2917 -2.8905
H 0.9523 2.1194 -3.5372
S 2.2467 0.0377 3.1305
C 2.7575 -1.1847 2.0264
C 3.8577 -0.9858 1.1892
C 4.1653 -1.9142 0.2108
C 5.1140 -1.6215 -0.7969
N 5.8286 -1.3667 -1.6537
C 3.4618 -3.1448 0.1501
C 2.4315 -3.3899 1.0358
C 2.0226 -2.3980 1.9249
S 0.5888 -2.6345 2.8451
C 3.7869 -4.1005 -0.8402
N 4.0216 -4.8853 -1.6397
H 4.4358 -0.0773 1.2593
H 1.8899 -4.3213 1.0031
*
```

Summary:
Kohn-Sham gap ... 5.5 eV
HOMO level ... -0.40232 Ha

Formula: C22H33BrCl16I2O5
Source: the Open Molecules 2025 dataset
Level of theory: wB97M-V/def2-TZVPD

Geometry as ORCA input:
```
! wB97M-V def2-TZVPD RIJCOSX def2/J DEFGRID3
* xyz 0 1
C -2.5242 -1.5380 -0.4762
C -2.8315 -0.2168 0.2271
C -1.9762 0.9601 -0.2426
I -2.8396 2.7224 0.6879
C -0.4642 0.9064 0.0955
O -0.2297 -0.1518 1.0218
C 0.4588 0.1916 2.2253
C 1.1459 -1.0852 2.7283
C 2.6305 -0.8860 3.0310
C 2.8464 0.2006 4.0821
I 4.6552 -0.0324 5.1790
C -0.4652 0.8376 3.2752
C -0.0894 2.2864 3.5427
O -0.7679 2.7905 4.7040
C -2.0194 3.2707 4.4649
O -3.0061 2.7785 4.8951
C 0.4413 0.6777 -1.1434
C 1.9150 0.6143 -0.7170
C 2.6240 1.9307 -0.4197
O 2.0457 2.6662 0.6594
C 0.2964 1.7097 -2.2921
C -0.1267 3.1606 -1.9979
C 0.8416 4.2038 -2.5780
Br -1.8937 3.4926 -2.7942
O 0.0292 -0.5458 -1.7687
C 0.6777 -1.7619 -1.4441
H -3.3618 -2.2272 -0.3616
H -2.3394 -1.3680 -1.5351
H -1.6355 -1.9997 -0.0480
H -2.7810 -0.3237 1.3099
H -3.8674 0.0524 0.0066
H -2.1213 1.0930 -1.3136
H -0.1738 1.8397 0.5760
H 1.2459 0.9209 1.9991
H 0.6551 -1.4657 3.6279
H 1.0399 -1.8590 1.9652
H 3.1550 -0.5904 2.1168
H 3.0813 -1.8240 3.3560
H 2.0388 0.2474 4.8102
H 2.9504 1.1820 3.6255
H -0.3889 0.3082 4.2273
H -1.5096 0.7733 2.9630
H 0.9767 2.3850 3.7509
H -0.3095 2.9216 2.6774
H -2.0207 4.1886 3.8511
H 2.4867 0.1633 -1.5333
H 2.0364 -0.0412 0.1454
H 3.6496 1.6791 -0.1341
H 2.6989 2.5500 -1.3170
H 1.7944 3.5430 0.3560
H -0.3900 1.2790 -3.0175
H 1.2701 1.7330 -2.7868
H -0.2341 3.3400 -0.9295
H 0.3154 5.0641 -2.9814
H 1.5136 4.5708 -1.7959
H 1.4604 3.7701 -3.3635
H 0.0491 -2.5552 -1.8434
H 0.7751 -1.9111 -0.3679
H 1.6585 -1.8421 -1.9218
Cl 0.0734 -5.3557 -2.9660
C -1.6524 -5.1723 -2.6465
Cl -1.9486 -5.2170 -0.9096
Cl -2.1824 -3.6099 -3.2957
Cl -2.5433 -6.4723 -3.4370
Cl -5.0717 -5.6911 -7.8770
C -5.7157 -4.7796 -6.5077
Cl -4.3826 -4.0571 -5.6042
Cl -6.7935 -3.5119 -7.0979
Cl -6.6135 -5.8700 -5.4458
Cl 3.7615 1.9347 8.4996
C 2.6627 3.2354 8.0413
Cl 3.5952 4.6776 7.6279
Cl 1.6896 2.7436 6.6483
Cl 1.5836 3.6000 9.3917
Cl 3.2979 -3.7200 -6.5918
C 1.6871 -4.2451 -7.0973
Cl 1.2993 -3.5269 -8.6624
Cl 1.6601 -6.0065 -7.2333
Cl 0.5009 -3.7356 -5.8958
*
```

Summary:
Relative energy (zero: lowest compared OMol25 entry of this formula, charge and spin) ... 0.000 eV
Kohn-Sham gap ... 9.3 eV
HOMO level ... -0.33945 Ha
SMILES string ... CC[C@@H](I)[C@@H](O[C@H](CCCI)CCOC=O)[C@](CCO)(C[C@@H](C)Br)OC.ClC(Cl)(Cl)Cl.ClC(Cl)(Cl)Cl.ClC(Cl)(Cl)Cl.ClC(Cl)(Cl)Cl

Formula: C3H2O
Source: the Open Molecules 2025 dataset
Level of theory: wB97M-V/def2-TZVPD

Geometry as ORCA input:
```
! wB97M-V def2-TZVPD RIJCOSX def2/J DEFGRID3
* xyz 0 1
C -0.8603 0.2437 -0.0086
C -1.7907 1.0988 0.0561
C 0.5436 -0.1259 0.2272
O -0.3542 -1.0742 -0.1275
H 1.2534 0.3198 -1.1754
H 1.2081 -0.4622 1.0281
*
```

Summary:
Relative energy (zero: lowest compared OMol25 entry of this formula, charge and spin) ... 6.070 eV
Kohn-Sham gap ... 9.0 eV
HOMO level ... -0.38792 Ha